Record 1
ORCA calculation (the ωB97M-V functional and the def2-TZVPD basis) on a molecular structure, C38H34BrIN5O4RuS3 in a non-equilibrium geometry.

## Properties
energy above the lowest of the compared OMol25 structures with the same formula, charge and spin	27.1	kcal per mole
expectation value of S²	6.048
HOMO level (alpha / beta)	-10.512 / -10.512	eV
Kohn-Sham gap (alpha / beta)	6.911 / 5.854	eV
LUMO (alpha / beta)	-3.6007 / -4.6583	eV

Geometry as ORCA input:
```
! RIJCOSX wB97M-V def2-TZVPD def2/J DEFGRID3
* xyz 1 5
H 0.3233 1.0230 3.3562
C 4.3049 -4.0167 -0.9496
O -1.5371 1.3972 -0.7615
C 3.3327 0.7161 -4.5831
H -1.8319 0.9629 3.0117
C 3.2966 4.6482 -3.3880
H 0.2434 1.2433 -2.7152
O 3.6543 4.2784 -4.4857
S 1.0393 -3.7267 -4.4432
H 0.4242 -0.8913 -4.7642
H -5.5280 4.5616 -0.4088
N -0.5724 -0.6085 2.4200
C 3.5372 -4.2147 0.1508
H 2.9908 -0.6326 4.2540
H 0.5354 -0.5058 4.2292
C 4.2066 -0.4059 1.1011
H -2.7979 5.8364 2.6269
C -0.5396 -3.6061 -2.4408
C -2.2379 4.0920 1.5241
H 0.4620 -2.4231 2.1713
C 1.8251 -0.0948 1.1257
H 5.1327 -0.4625 0.5445
H 1.5095 2.8401 -4.1544
C -3.3112 -1.8136 -2.0712
C 1.8120 -0.2257 2.5159
N 3.5338 5.8848 -2.8922
S 2.0442 -3.3757 0.0388
C -1.8785 -0.1116 2.8654
H -1.2656 -2.5160 1.8248
C -1.5477 2.1044 0.2774
C 1.4163 -1.9065 -2.2744
C -3.0982 -1.8953 0.1240
H -0.7065 -2.4282 3.5060
C 0.5129 -0.0445 3.2359
H -1.3133 3.9415 2.0641
H 3.7590 -4.8048 1.0259
C -3.9273 -2.2837 -0.9333
C -3.7600 3.3820 -0.2005
H -3.2720 -2.0728 1.1713
C 2.5196 3.7226 -2.4843
C -4.2498 5.3194 1.1355
C 0.9567 1.9326 -2.2863
C 1.6380 2.8331 -3.0818
C -0.2367 -4.8679 -4.3516
C 2.0227 -0.9770 -3.3244
I -5.6680 -3.4001 -0.7898
H -0.9937 -3.3285 -1.4985
C 4.1909 -0.6053 2.4744
S 3.5565 -0.1936 -3.1492
N -2.2002 -1.1888 -1.6640
C 3.6816 -3.1672 -1.9058
H 2.0918 2.6312 0.6866
H -1.4797 -0.7590 -2.2200
H -0.3457 -5.6015 -5.1343
C 2.4627 -2.7133 -1.4987
C 2.6805 3.6739 -1.1044
H -4.9157 6.1383 1.3738
C 1.9807 2.7196 -0.3867
H 4.0318 6.5493 -3.4599
H 1.8296 0.8625 -6.1155
H -1.8721 -5.2763 -3.0058
H -3.6035 -1.8897 -3.1044
C -1.0022 -4.6817 -3.2456
C -0.5209 -2.0792 2.4841
H 3.2415 6.1624 -1.9742
C 1.4007 -0.5423 -4.4594
O 0.5728 -1.1608 -1.4477
C 3.0244 -0.1379 0.4312
H -2.1718 -0.5828 3.8098
Ru 0.0553 -0.0314 0.1498
H 3.3623 4.3348 -0.5860
N -2.0468 -1.2213 -0.3345
H 5.1077 -0.8374 3.0001
C 0.5575 -2.9859 -2.9571
C 2.1532 0.4196 -5.1846
C -2.5513 3.1960 0.4987
C -4.5975 4.4384 0.1273
N 1.1440 1.8656 -0.9687
C 2.9988 -0.5016 3.1789
H 5.2793 -4.4597 -1.0955
C -3.0683 5.1491 1.8367
O -0.6832 1.9061 1.1847
H -2.6370 -0.3250 2.1168
H 3.0432 0.0226 -0.6344
H 4.1140 -2.9238 -2.8639
Br -4.4022 2.2354 -1.5674
H 4.1014 1.4018 -4.9037
*
```

Results of the Mulliken charge analysis, in e, for atoms 1 through 6:
1 H 0.361
2 C -0.992
3 O -0.493
4 C -0.431
5 H 0.368
6 C 0.013

---

Record 2
ORCA calculation (the ωB97M-V functional and the def2-TZVPD basis) on a single C4H6N2O molecule in a non-equilibrium geometry.

## Properties
energy above the lowest of the compared OMol25 structures with the same formula, charge and spin	47.8	kcal per mole
HOMO level	-8.793	eV
structure (SMILES)	COc1cc[nH]n1
Kohn-Sham gap	9.840	eV
LUMO	1.0465	eV

Geometry as ORCA input:
```
! RIJCOSX wB97M-V def2-TZVPD def2/J DEFGRID3
* xyz 0 1
H 3.0486 -0.7980 -0.3079
H 0.9090 -2.4613 -0.1348
H -1.9661 0.4983 -0.9441
H -3.2047 0.4261 0.3348
C -2.1578 0.6061 0.1380
O -1.4241 -0.5012 0.6779
N 0.2753 0.7973 0.0537
H -1.8568 1.5843 0.5571
C -0.1561 -0.4352 0.1957
N 1.5712 0.6940 -0.1865
C 1.9972 -0.5794 -0.2181
C 0.8869 -1.3828 -0.0493
H 2.0774 1.5518 -0.1166
*
```

Results of the Mulliken charge analysis, in e, for atoms 1 through 6:
1 H 0.430
2 H 0.347
3 H 0.314
4 H 0.272
5 C -0.614
6 O -0.398

---

Record 3
ORCA calculation (the ωB97M-V functional and the def2-TZVPD basis) on a single C8H10O2S molecule in a non-equilibrium geometry.

## Properties
energy above the lowest of the compared OMol25 structures with the same formula, charge and spin	96.6	kcal per mole
HOMO level	-8.810	eV
structure (SMILES)	O=C1CC[C@@H]2S[C@H]1CCC2=O
Kohn-Sham gap	8.938	eV
LUMO	0.1282	eV

Geometry as ORCA input:
```
! RIJCOSX wB97M-V def2-TZVPD def2/J DEFGRID3
* xyz 0 1
H 0.6087 1.4602 1.9375
H -0.5691 -2.8206 -0.6226
C -1.5305 -0.8221 0.3339
H 1.4745 1.8954 -1.8272
C 0.7307 -0.2472 -1.5553
H -1.9415 -0.4324 -0.7245
H 1.7422 -1.9297 -0.7790
C -1.1947 0.2162 1.3735
H 0.5247 2.5293 0.5220
C 0.8816 -1.1969 -0.4299
C 1.1658 1.1511 -1.0435
O 0.1964 -0.3780 -2.7314
O -2.0678 0.8664 2.1100
H -2.5143 -1.1882 0.7823
C 0.2305 0.9101 1.1891
H -0.0989 -2.3220 1.0691
C -0.3183 -1.8756 0.0506
H 2.1561 1.1168 -0.3365
C 0.0708 1.6590 -0.1414
S 1.5009 -0.3981 1.2063
H -1.0479 1.8064 -0.3831
*
```

Results of the Mulliken charge analysis, in e, for atoms 1 through 6:
1 H 0.781
2 H 0.292
3 C -0.555
4 H 0.395
5 C 0.181
6 H 0.275

---

Record 4
ORCA calculation (the ωB97M-V functional and the def2-TZVPD basis) on 2 unconnected molecules or ions with the total composition C3H8N2O2 in a non-equilibrium geometry.

## Properties
energy above the lowest of the compared OMol25 structures with the same formula, charge and spin	68.0	kcal per mole
HOMO level	-9.131	eV
structure (SMILES)	[H]/N=C(\N)O.C1CO1
Kohn-Sham gap	10.147	eV
LUMO	1.0157	eV

Geometry as ORCA input:
```
! RIJCOSX wB97M-V def2-TZVPD def2/J DEFGRID3
* xyz 0 1
H -0.7905 -1.4261 -0.7870
O 0.5474 1.4209 0.6174
H -1.0658 -1.3109 1.5560
H -2.8601 -1.2344 1.3020
C 1.3247 0.7569 -0.2020
C -1.8910 -0.9386 0.9744
H -0.3770 0.9858 0.5983
H 1.5872 -0.6886 -1.3398
C -1.6856 -0.9663 -0.4140
H 3.2885 0.8090 -0.7277
N 2.5110 1.3970 -0.4813
H -2.4951 -0.9502 -1.1033
N 0.9090 -0.3390 -0.6897
O -1.7691 0.3802 0.5123
H 2.7664 2.1043 0.1845
*
```

Results of the Mulliken charge analysis, in e, for atoms 1 through 6:
1 H 0.198
2 O -0.583
3 H 0.229
4 H 0.300
5 C 0.529
6 C -0.185

---

Record 5
ORCA calculation (the ωB97M-V functional and the def2-TZVPD basis) on 2 unconnected molecules or ions with the total composition C5H10O.

## Properties
energy above the lowest of the compared OMol25 structures with the same formula, charge and spin	123.8	kcal per mole
HOMO level	-8.551	eV
Kohn-Sham gap	8.587	eV
LUMO	0.0361	eV

Geometry as ORCA input:
```
! RIJCOSX wB97M-V def2-TZVPD def2/J DEFGRID3
* xyz 0 1
H -1.7070 -0.5444 1.4866
C 2.2849 -0.0710 0.0972
H 2.6169 -0.3162 -0.9211
H -1.9885 -1.4124 -0.7932
H 0.2759 -1.2837 -0.3572
H 0.9754 1.7225 0.0482
H 0.3842 0.0256 -1.6728
H -2.5205 0.2235 -1.3791
H 2.9426 0.7332 0.4380
H -2.6383 0.9646 0.9435
C -2.0603 0.0808 0.6835
C 0.6667 0.7193 0.3993
O 0.0941 0.6587 1.5422
C -1.9732 -0.3364 -0.6175
H 2.4218 -0.9540 0.7253
C 0.2347 -0.2312 -0.6309
*
```

Results of the Mulliken charge analysis, in e, for atoms 1 through 6:
1 H 0.271
2 C -1.180
3 H 0.359
4 H 0.277
5 H 0.417
6 H 0.307

---

Record 6
ORCA calculation (the ωB97M-V functional and the def2-TZVPD basis) on 2 unconnected molecules or ions with the total composition C5H7NOS2 in a non-equilibrium geometry.

## Properties
energy above the lowest of the compared OMol25 structures with the same formula, charge and spin	70.4	kcal per mole
HOMO level	-8.576	eV
Kohn-Sham gap	8.527	eV
LUMO	-0.0488	eV

Geometry as ORCA input:
```
! RIJCOSX wB97M-V def2-TZVPD def2/J DEFGRID3
* xyz 0 1
H 1.4671 -2.5791 -2.0350
C 0.0275 -1.9363 -0.5721
S -3.8197 0.3956 1.0097
C -0.3208 -0.9490 0.4264
H -0.4744 -2.9114 -0.5567
C -3.0479 0.4079 -0.3469
O 0.0695 1.3192 0.7803
C 1.0744 -1.7938 -1.3974
S -2.3423 0.5032 -1.7586
H -0.8649 -1.1620 1.3427
N 0.1581 0.1858 0.0725
H 1.8180 1.8982 0.0373
H 0.4551 2.6305 -0.8621
C 0.8628 2.3737 0.1002
H 1.6110 -0.8466 -1.4603
H 0.9415 3.1743 0.7750
*
```

Results of the Mulliken charge analysis, in e, for atoms 1 through 6:
1 H 0.280
2 C -0.259
3 S -0.243
4 C -0.185
5 H 0.318
6 C 0.439